C9H26F3KO7 as an isolated structure at a distorted geometry, computed with ωB97M-V with the def2-TZVPD basis set.

XYZ file:
```
46
Properties=species:S:1:pos:R:3:forces:R:3
K 0.03487 0.40057 -1.73126 0.0 0.0 -0.1
C 2.84787 -1.22043 2.91874 0.2 2.7 0.6
C 1.95887 -0.10043 2.28274 0.8 -2.6 -0.8
O 0.65387 -0.49643 2.41374 -0.6 -2.1 1.8
C -0.22813 0.45957 2.09274 -0.9 1.0 -3.1
O -0.34613 0.51157 0.68974 -0.5 0.0 1.6
C -1.53813 0.10057 2.79074 0.3 -0.5 -1.1
F -2.06413 -1.03643 2.29974 0.1 -0.5 0.1
F -1.41113 -0.06543 4.10974 -0.1 0.4 0.2
F -2.43513 1.03157 2.50674 -0.7 1.0 0.5
H 3.82287 -0.72543 2.83374 0.3 -0.6 0.5
H 2.88487 -2.12543 2.41474 -0.2 -1.5 -1.5
H 2.60087 -1.49643 3.97674 0.1 0.9 -0.8
H 2.10387 0.09257 1.18074 0.7 -0.1 1.1
H 2.05387 0.75857 2.86974 0.7 1.8 0.7
H 0.12487 1.44157 2.39174 -0.1 0.5 0.9
C -0.17013 -2.85343 0.39074 1.5 -1.0 2.5
O 0.76287 -1.87743 0.08074 0.5 0.2 -0.8
H -1.07713 -2.76243 -0.14226 -1.1 -0.1 -0.5
H -0.32313 -2.90743 1.50174 -0.5 0.5 -0.8
H 0.33787 -3.79443 0.27974 -0.1 -0.8 -0.9
H 0.43987 -1.09243 0.54374 -0.1 0.8 -0.1
C -2.92213 -0.99043 -1.28526 -1.0 0.1 1.2
O -1.96313 -1.38643 -2.24926 -0.3 -0.2 -0.3
H -2.62313 -1.35843 -0.29826 0.0 0.1 0.0
H -3.98013 -1.39843 -1.42426 1.3 0.7 -0.4
H -2.88313 0.11257 -1.20326 -0.4 -0.6 -0.3
H -1.88413 -2.34043 -2.16426 0.2 -0.1 -0.2
C -1.98313 3.51557 0.30374 1.1 1.3 2.2
O -1.69913 2.38257 -0.46326 -2.8 2.9 -3.8
H -1.03813 3.60157 0.89974 -0.8 0.8 0.2
H -2.81713 3.42957 1.06074 0.6 -0.4 -0.9
H -2.15413 4.56157 -0.16826 0.4 -2.2 -0.3
H -1.29913 1.70357 0.01574 1.5 -2.3 2.7
C 0.92387 -2.63343 -3.28526 0.7 -1.0 1.3
O 0.79787 -1.28843 -3.72626 -1.8 -0.8 0.7
H 0.35387 -3.30043 -3.90826 -0.4 -0.1 -0.4
H 0.59187 -2.77143 -2.22126 0.3 0.4 -0.9
H 1.97887 -3.00443 -3.32526 -0.7 0.5 0.0
H 1.65187 -1.02443 -3.93926 2.2 1.0 -0.8
C 1.38187 3.53357 -1.95926 -0.6 1.1 0.1
O 2.10687 2.30957 -2.09326 0.5 0.6 -0.3
H 0.96087 3.90357 -2.93326 0.3 -0.6 0.9
H 1.93587 4.39557 -1.50026 0.1 -0.9 -0.6
H 0.62487 3.31057 -1.22626 -0.9 0.3 -0.1
H 2.90387 2.49457 -1.60126 0.5 -0.6 0.0
```
Positions in Å, forces in eV/Å.

## Properties
Max |F| = 5.56 eV Å⁻¹
HOMO energy = -0.31720 Eh
Net charge = 0
Multiplicity = 1
Frontier orbital gap = 8.613 eV
LUMO level = -0.02 eV

A 4-piece molecular cluster, C9H26IN2O3 overall at a distorted geometry, computed with ωB97M-V with the def2-TZVPD basis set.

XYZ file:
```
41
Properties=species:S:1:pos:R:3:forces:R:3
I 2.07207 2.26243 1.93220 0.1 -0.2 0.0
C 4.45127 -1.08865 0.87749 0.3 -0.1 0.4
O 4.26937 -0.01940 -0.03405 0.0 -0.1 0.4
H 5.43713 -1.55557 0.73087 -0.2 0.1 -0.1
H 4.41435 -0.75252 1.92209 0.0 0.1 -0.2
H 3.69527 -1.87980 0.78301 0.0 0.2 -0.2
H 3.98527 0.74734 0.49804 -0.3 -0.1 -0.3
C -1.54307 2.61405 -3.05424 -0.1 0.0 -0.7
C -1.00942 2.90925 -1.66467 0.5 -0.6 0.4
C -1.93302 2.33848 -0.58184 0.4 -0.1 0.4
O -3.20296 2.96976 -0.59673 0.2 0.0 -0.5
C -4.06015 2.44551 0.36036 -0.3 -0.5 0.6
N 0.35996 2.36701 -1.50453 -0.8 0.4 -0.3
H -2.59021 2.91830 -3.14196 0.1 0.0 0.1
H -1.48090 1.55155 -3.32960 0.0 0.0 0.4
H -0.98236 3.12437 -3.84756 0.0 0.1 0.3
H -0.96477 3.99213 -1.50582 0.0 0.0 -0.1
H -1.44749 2.47646 0.40183 -0.1 0.1 -0.2
H -2.04841 1.24222 -0.68175 0.0 0.2 -0.3
H -5.08780 2.71117 0.10744 0.1 0.2 0.0
H -3.82463 2.81338 1.37207 0.0 0.0 -0.1
H -4.00917 1.34306 0.40807 0.0 0.2 -0.1
H 0.69326 2.54371 -0.55496 0.1 0.0 -0.2
H 0.33908 1.35241 -1.61379 0.0 0.2 0.0
C -0.09291 -2.68913 -0.90499 -0.3 -0.1 -0.6
C 0.01071 -1.50116 0.01134 -0.7 0.9 -0.7
C 0.48019 -1.90505 1.35108 1.2 -1.0 1.4
O -0.52558 -2.69660 2.00625 0.4 -0.4 0.1
C -0.01805 -3.79942 2.75159 -0.2 0.3 -0.1
N 0.81736 -0.43904 -0.58245 0.3 -0.2 0.2
H -0.66636 -2.41411 -1.79275 -0.1 -0.1 0.0
H -0.61292 -3.49173 -0.37822 0.1 -0.1 -0.2
H 0.88437 -3.01864 -1.27025 0.1 -0.1 0.3
H -1.00562 -1.10442 0.14298 0.0 0.1 0.0
H 0.79400 -1.05490 1.97103 -0.3 0.0 0.0
H 1.40300 -2.51073 1.21286 -0.3 0.0 0.1
H 0.67255 -4.41591 2.15523 0.1 0.3 0.1
H -0.85286 -4.45294 3.02804 -0.1 0.3 -0.1
H 0.45867 -3.46991 3.68935 0.1 -0.1 -0.3
H 0.95629 0.30536 0.10714 0.0 0.0 -0.1
H 1.76449 -0.76834 -0.78020 -0.2 0.0 0.0
```
Positions in Å, forces in eV/Å.

## Properties
Max |F| = 2.04 eV Å⁻¹
HOMO energy = -0.16130 Eh
Net charge = -1
ΔE to the lowest compared entry with this formula, charge and spin = 0.000 eV
Multiplicity = 1
Frontier orbital gap = 7.315 eV
LUMO level = 2.93 eV

A 4-piece molecular cluster, C9H26O4 overall at a distorted geometry, computed with ωB97M-V with the def2-TZVPD basis set.

XYZ file:
```
39
Properties=species:S:1:pos:R:3:forces:R:3
O 0.02534 1.44094 -1.50909 -0.3 -0.3 -0.3
H -0.17436 0.90425 -0.74208 0.1 0.0 0.3
H 0.76152 1.98759 -1.23441 0.3 0.2 0.0
C 3.85873 3.33357 0.30821 0.6 0.3 -1.5
C 3.74713 4.43452 1.33651 0.0 0.2 0.7
C 4.33693 5.78010 0.92654 1.6 -0.4 0.0
O 2.37584 4.59749 1.67832 -0.1 0.1 0.0
H 3.01383 2.64513 0.32506 0.2 0.0 0.4
H 4.80818 2.79852 0.28928 0.0 -0.2 0.6
H 3.87580 3.78539 -0.68359 -0.4 0.1 -0.3
H 4.27476 4.09609 2.22823 -0.2 0.1 0.3
H 4.23641 6.60572 1.63106 -0.8 -0.2 0.1
H 4.12889 6.09165 -0.09706 -0.5 0.0 0.0
H 5.41982 5.65902 0.95432 0.3 -0.2 -0.3
H 2.07466 5.20532 0.99903 -0.6 0.1 0.1
C -2.82725 -0.49714 -2.27834 -0.3 1.3 -1.0
C -2.12871 -1.76769 -1.91421 -0.3 2.4 -3.0
C -3.02287 -2.99159 -2.30251 0.7 -1.6 0.6
O -0.85953 -1.72585 -2.55776 -2.1 -0.3 1.4
H -2.47036 0.00914 -3.17523 0.6 -0.4 -0.3
H -2.64973 0.29915 -1.55550 -0.5 -0.1 0.4
H -3.87633 -0.65427 -2.52902 -0.1 0.1 0.8
H -2.08205 -1.67154 -0.82946 0.8 -1.1 1.1
H -2.70909 -3.84887 -1.70693 0.0 -0.1 -0.2
H -2.91484 -3.23106 -3.36037 0.0 0.3 0.0
H -4.06863 -2.80495 -2.05827 0.3 0.4 0.0
H -0.40533 -2.53668 -2.31721 0.9 -0.9 0.2
C -0.40093 -2.13152 1.80342 0.1 -0.2 2.1
C -1.09499 -3.51769 1.78743 0.7 1.7 -1.8
C -2.58013 -3.48389 1.79441 -1.2 -0.4 1.6
O -0.81639 -4.12427 0.51146 0.8 0.1 -0.5
H -0.71169 -1.36811 1.09016 0.0 -0.4 -0.4
H 0.66727 -2.10893 2.01918 0.4 -0.7 -1.3
H -0.57803 -1.66492 2.77245 -1.1 0.1 0.3
H -0.73888 -4.17731 2.57875 0.2 0.2 0.2
H -3.13085 -2.98000 1.00011 0.5 0.3 -0.3
H -2.99717 -3.12339 2.73473 0.0 0.0 0.1
H -2.81372 -4.54698 1.73653 -0.7 -0.1 0.1
H -1.55306 -4.71713 0.34581 0.2 -0.4 -0.1
```
Positions in Å, forces in eV/Å.

## Properties
Max |F| = 3.88 eV Å⁻¹
HOMO energy (spin up / spin down) = -0.44313 / -0.44313 Eh
Net charge = +1
ΔE to the lowest compared entry with this formula, charge and spin = 0.758 eV
<S²> = 0.755
Multiplicity = 2
Frontier orbital gap (spin up / spin down) = 9.097 / 2.203 eV
LUMO level (spin up / spin down) = -2.96 / -9.86 eV

C9H27AlClIOP2S as an isolated structure at a distorted geometry, computed with ωB97M-V with the def2-TZVPD basis set.

XYZ file:
```
43
Properties=species:S:1:pos:R:3:forces:R:3
C 0.23800 -1.52099 -1.48098 0.8 -1.1 -0.7
I -1.50918 1.60510 1.22472 0.0 -0.3 -0.4
H -0.35898 -2.14387 -2.18370 -0.1 0.5 0.5
H 0.77781 -2.21742 -0.83154 -0.1 0.3 0.1
H 1.00079 -1.01030 -2.07686 -0.1 0.2 0.3
Al -1.07916 -0.28316 -0.65330 -1.0 0.1 -0.5
P -1.24623 -1.74395 1.34955 -1.1 -1.6 1.9
C -0.05190 -1.91697 2.71182 0.6 0.5 -0.3
C -2.84311 -1.40561 2.17115 0.0 0.4 -0.3
H -3.22037 -2.31643 2.64877 0.2 0.0 -0.1
H -1.87639 -4.07795 1.46348 0.1 0.2 0.0
H -3.55911 -1.06440 1.41542 0.0 -0.1 0.2
H -2.14536 -3.39955 -0.17481 0.1 -0.1 0.2
H 0.06778 -0.97162 3.24901 -0.1 -0.1 -0.1
H -2.71956 -0.61615 2.91661 0.0 -0.2 -0.1
C -1.46082 -3.42898 0.68390 0.3 0.2 -0.8
H -0.42463 -2.67480 3.41325 -0.2 0.1 -0.3
H -0.49458 -3.82395 0.34819 -0.2 0.0 0.1
H 0.93351 -2.23517 2.35275 -0.3 0.0 0.0
P -0.29938 1.70803 -1.96953 0.5 2.5 -1.7
C 1.19459 2.73888 -1.79379 0.4 -0.7 0.7
C -0.19453 1.09843 -3.68678 -0.1 -1.0 0.3
H -2.59816 2.39055 -1.92535 0.0 0.3 -0.1
H -1.61385 3.47032 -2.97203 0.1 -0.2 0.1
H -1.54564 3.62497 -1.18288 0.0 -0.1 -0.2
C -1.64966 2.92955 -2.01973 -0.4 -0.5 0.5
H -1.04281 0.42878 -3.88479 0.2 0.2 -0.1
H -0.22474 1.95660 -4.36972 0.0 0.0 0.3
H 1.27111 3.47101 -2.60748 -0.4 -0.2 0.0
H 2.06601 2.07195 -1.80693 -0.2 0.3 0.0
H 0.74022 0.54130 -3.82857 -0.2 0.2 0.0
H 1.18913 3.26417 -0.83246 0.0 0.0 -0.2
Cl -3.03765 -0.56119 -1.54538 0.8 0.2 0.4
C 3.25899 -0.56786 1.84988 -0.9 0.0 0.6
S 1.94746 0.23189 0.85942 1.3 0.4 -0.2
C 1.86046 1.78729 1.77912 0.4 -0.1 -0.7
O 2.62528 0.57019 -0.44357 -0.8 -0.4 0.4
H 2.93656 -0.55696 2.92561 0.5 0.0 -0.9
H 4.16218 0.02898 1.66989 -0.2 -0.2 0.1
H 3.36863 -1.60311 1.49076 0.1 0.5 0.1
H 1.54564 1.56578 2.79459 0.0 0.3 0.1
H 2.86229 2.22418 1.70840 -0.1 -0.1 0.3
H 1.14936 2.43247 1.24390 0.3 -0.3 0.4
```
Positions in Å, forces in eV/Å.

## Properties
Max |F| = 3.05 eV Å⁻¹
HOMO energy (spin up / spin down) = -0.57506 / -0.56651 Eh
Net charge = +2
ΔE to the lowest compared entry with this formula, charge and spin = 0.000 eV
Multiplicity = 1
Frontier orbital gap (spin up / spin down) = 4.495 / 4.194 eV
LUMO level (spin up / spin down) = -11.15 / -11.22 eV